Entry 1:
C21H47CoOP3S as an isolated structure at a distorted geometry. Source: the OMol25 dataset; level of theory: ωB97M-V/def2-TZVPD.

Output
- spin multiplicity = 5
- total charge = +3
- E (eV) = -100883.1196
- HOMO (alpha / beta) (eV) = -16.87 / -16.86
- LUMO (alpha / beta) (Ha) = -0.34432 / -0.46651
- <S²> = 6.0253
- F_max (eV Å⁻¹) = 7.8
- HOMO-LUMO gap (alpha / beta) (eV) = 7.5 / 4.2
- ΔE to the lowest compared entry with this formula, charge and spin (kJ/mol) = 464.1

Each line ends with the Löwdin charge.
Atoms and positions in Å:
Co1 -0.132276 -1.267328 -0.894764  0.173
P1 -0.940208 -2.229900 0.703102  0.747
P2 1.203212 0.016065 0.207626  0.735
P3 1.384837 -2.238542 -1.840282  0.701
H1 -1.897583 -1.000882 -6.072278  0.009
C1 -2.166059 -2.060037 -6.009975  -0.064
C2 -2.716648 -2.753865 -4.957703  -0.071
H2 -2.848014 -2.554334 -3.839990  0.060
C3 -2.319556 -1.635253 1.803593  -0.225
C4 0.053554 -2.771955 2.224098  -0.212
C5 -1.635843 -3.916842 0.342900  -0.220
C6 2.146983 1.403185 -0.478356  -0.219
C7 0.414410 0.796164 1.648833  -0.255
C8 2.563984 -0.987805 0.994885  -0.203
C9 0.493317 -2.963328 -3.262214  -0.198
C10 1.924801 -3.566785 -0.683083  -0.195
C11 2.916284 -1.669904 -2.585019  -0.202
H3 -2.029453 -2.579621 -7.004850  0.090
H4 -3.178773 -3.690301 -5.326116  0.062
H5 -3.184208 -1.400420 1.175387  0.053
H6 -2.071324 -0.717173 2.357422  0.042
H7 -2.634201 -2.388446 2.560400  0.086
H8 0.448631 -1.901653 2.764489  0.045
H9 0.891402 -3.452053 1.998439  0.054
H10 -0.626815 -3.301115 2.905563  0.071
H11 -2.519891 -3.821482 -0.304028  0.062
H12 -1.928514 -4.426179 1.265797  0.071
H13 -0.932638 -4.566396 -0.181015  0.036
H14 3.006749 1.549574 0.193414  0.081
H15 1.555695 2.337600 -0.519927  0.047
H16 2.471289 1.189473 -1.498685  0.047
H17 1.191270 0.949780 2.416527  0.087
H18 -0.424786 0.215497 2.051564  0.012
H19 0.017407 1.783224 1.351224  -0.013
H20 3.207973 -0.267740 1.484216  0.071
H21 3.177932 -1.553832 0.296220  0.031
H22 2.207253 -1.686830 1.744974  0.031
H23 1.246721 -3.349970 -3.960832  0.078
H24 -0.142041 -2.192562 -3.739905  0.023
H25 -0.170071 -3.767391 -2.925414  0.064
H26 2.710840 -4.096931 -1.227486  0.080
H27 1.112591 -4.235681 -0.361785  0.045
H28 2.359416 -3.144158 0.237052  0.021
H29 3.326222 -2.551700 -3.108133  0.087
H30 3.643606 -1.305866 -1.859030  0.060
H31 2.701768 -0.855328 -3.278970  0.053
C12 -0.930329 1.725466 -2.095606  -0.500
C13 0.243653 1.930345 -2.852495  -0.086
C14 0.557424 1.303411 -4.075996  -0.021
C15 -0.460017 0.549957 -4.657547  -0.038
C16 -1.687984 0.405171 -3.987500  -0.056
C17 -1.906735 0.876146 -2.683497  -0.111
S1 -1.430738 2.339668 -0.459293  1.057
H32 -1.006900 3.604476 -0.592502  -0.009
H33 1.008148 2.539643 -2.415446  0.088
H34 1.506189 1.387571 -4.608601  0.136
H35 -0.315572 0.033735 -5.604217  0.116
H36 -2.488514 -0.113199 -4.509483  0.093
H37 -2.802582 0.583830 -2.105598  0.122
C18 -2.193888 6.156117 2.564297  -0.044
C19 -2.740091 5.066135 1.625826  -0.229
O1 -2.246374 5.114158 0.282063  -0.186
C20 -3.160317 5.182245 -0.830831  -0.209
C21 -3.839145 3.868934 -1.280556  -0.078
H38 -2.351272 7.171641 2.184128  0.094
H39 -1.138165 6.033696 2.754218  0.074
H40 -2.683381 6.110628 3.544222  0.097
H41 -2.456363 4.088584 2.081554  0.125
H42 -3.837635 5.118021 1.625309  0.133
H43 -3.977134 5.893019 -0.641715  0.146
H44 -2.540602 5.621284 -1.656276  0.145
H45 -4.904198 3.816786 -0.933943  0.109
H46 -3.835733 3.810414 -2.393842  0.102
H47 -3.346870 2.887395 -0.953161  -0.009

Cartesian forces (eV/Å) of the 3 atoms listed first:
-2.1937 3.4741 -2.0032
-2.5946 -4.4028 5.9023
1.7629 1.4484 2.0401


Entry 2:
One molecule with the formula C6H7N at a distorted geometry. Source: the OMol25 dataset; level of theory: ωB97M-V/def2-TZVPD.

Output
- E (eV) = -7820.0726
- HOMO (eV) = -8.13
- LUMO (Ha) = 0.04377
- F_max (eV Å⁻¹) = 2.2
- SMILES = C[C@@]12[C@@H]3[C@H]4[C@@H]3N1[C@H]42
- HOMO-LUMO gap (eV) = 9.3
- ΔE to the lowest compared entry with this formula, charge and spin (kJ/mol) = 537.9

Each line ends with the Löwdin charge.
Atoms and positions in Å:
C1 2.036371 0.063606 -0.166186  -0.016
C2 0.528512 0.123786 -0.078496  -0.282
C3 -0.684782 -0.286569 -0.947350  -0.097
C4 -1.578451 0.591036 -0.072963  -0.085
C5 -1.446415 -0.869397 0.209773  -0.165
N1 -0.221302 -0.680628 1.059265  0.069
C6 -0.373800 0.776045 0.871352  -0.165
H1 2.572693 0.964913 0.167268  0.077
H2 2.398347 -0.153488 -1.176427  0.074
H3 2.332043 -0.755065 0.491744  0.076
H4 -0.739436 -0.719577 -1.928668  0.122
H5 -2.344653 1.262575 -0.432135  0.122
H6 -2.209591 -1.652134 0.296254  0.137
H7 -0.214446 1.356362 1.767713  0.134

Cartesian forces (eV/Å) of the 3 atoms listed first:
-0.0937 -0.2195 0.0438
-0.1373 -1.9636 0.9877
-0.2811 0.0579 -0.9553


Entry 3:
C19H19N2O3STl as an isolated structure at a distorted geometry. Source: the OMol25 dataset; level of theory: ωB97M-V/def2-TZVPD.

Output
- E (eV) = -44661.5976
- HOMO (eV) = -6.79
- LUMO (Ha) = 0.00294
- F_max (eV Å⁻¹) = 3.9
- HOMO-LUMO gap (eV) = 6.9
- ΔE to the lowest compared entry with this formula, charge and spin (kJ/mol) = 23.5

Each line ends with the Löwdin charge.
Atoms and positions in Å:
Tl1 -2.057588 -18.482242 -3.431015  1.023
C1 -0.445667 -9.997632 -2.196326  -0.060
C2 -1.024088 -11.363440 -2.133152  -0.292
C3 -1.277669 -11.973249 -0.891015  -0.037
C4 -1.958987 -13.176530 -0.792741  -0.053
C5 -2.218687 -13.869298 -1.971611  -0.265
C6 -2.003701 -13.286437 -3.229112  -0.043
C7 -1.294128 -12.087363 -3.272908  -0.051
S1 -2.783237 -15.572900 -1.837880  0.586
O1 -1.625185 -16.447361 -1.821694  -0.487
O2 -3.685190 -15.602248 -0.645211  -0.343
N1 -3.520972 -16.001928 -3.203507  -0.175
C8 -4.849516 -16.053612 -3.280021  -0.310
C9 -5.822573 -15.298152 -2.594507  -0.039
C10 -7.182551 -15.480048 -2.774859  -0.092
C11 -7.698825 -16.591672 -3.404801  -0.073
C12 -6.823257 -17.477602 -4.027309  -0.166
C13 -7.261049 -18.716005 -4.497933  -0.015
C14 -6.369977 -19.517957 -5.210053  -0.062
C15 -5.051964 -19.097574 -5.236865  -0.177
N2 -4.565103 -17.944809 -4.741349  0.025
C16 -5.382536 -17.174968 -4.055514  -0.172
H1 -1.186834 -9.301037 -1.795468  0.085
H2 -0.178019 -9.674917 -3.203099  0.077
H3 0.413624 -9.870786 -1.515784  0.087
H4 -1.062385 -11.374526 -0.004392  0.116
H5 -2.239388 -13.540927 0.194441  0.119
H6 -2.498559 -13.723953 -4.077458  0.104
H7 -0.943839 -11.730599 -4.247896  0.115
H8 -5.442481 -14.471953 -1.899396  0.129
H9 -7.837313 -14.775338 -2.282156  0.102
H10 -8.737149 -16.846295 -3.336198  0.099
H11 -8.323456 -18.964907 -4.339465  0.122
H12 -6.552319 -20.509569 -5.625932  0.104
H13 -4.281339 -19.686305 -5.705176  0.089
C17 1.202770 -16.544768 -6.166443  -0.019
C18 0.301208 -17.703037 -6.198843  -0.433
C19 0.379100 -18.591210 -7.410031  -0.010
O3 -0.534753 -17.900325 -5.272947  -0.200
H14 2.122484 -16.673901 -5.473581  0.139
H15 0.689103 -15.747688 -5.652118  0.085
H16 1.568827 -16.221352 -7.133143  0.084
H17 1.398808 -18.633938 -7.747082  0.075
H18 -0.239172 -18.228741 -8.242539  0.103
H19 0.040725 -19.628485 -7.172629  0.103

Cartesian forces (eV/Å) of the 3 atoms listed first:
-0.8421 0.2558 0.5324
0.3257 0.6876 0.6689
0.7266 -1.0431 0.6242


Entry 4:
A 2-piece molecular cluster, C5H6N2O2 overall at a distorted geometry. Source: the OMol25 dataset; level of theory: ωB97M-V/def2-TZVPD.

Output
- E (eV) = -12350.5783
- HOMO (eV) = -7.74
- LUMO (Ha) = 0.00050
- F_max (eV Å⁻¹) = 9.5
- HOMO-LUMO gap (eV) = 7.8
- ΔE to the lowest compared entry with this formula, charge and spin (kJ/mol) = 679.5

Each line ends with the Löwdin charge.
Atoms and positions in Å:
C1 0.060401 0.964349 -0.351627  -0.328
C2 -1.587876 -0.497149 0.229712  -0.075
C3 -0.364082 -1.020125 0.506765  -0.300
C4 0.057125 -2.239574 1.055371  -0.030
C5 0.645066 -0.278851 0.075629  -0.246
H1 0.361861 2.331442 -1.705443  0.055
H2 1.537254 2.937660 -0.169386  0.279
H3 -2.006833 1.484105 -0.318046  0.137
H4 -2.587970 -0.856921 0.037154  0.133
H5 -1.003427 -2.961139 1.016113  0.179
H6 2.313417 -0.049283 -1.083015  0.197
N1 0.638327 2.062407 -0.783032  0.013
N2 -1.374239 0.739652 -0.183807  0.100
O1 1.310223 -2.152703 1.802467  -0.116
O2 2.000752 -0.463870 -0.128855  0.002

Cartesian forces (eV/Å) of the 3 atoms listed first:
-1.2399 -3.8938 2.3132
-1.9163 0.6741 -0.4213
0.4952 -4.4932 0.7797


Entry 5:
A 2-piece molecular cluster, C3H6O3 overall at a distorted geometry. Source: the OMol25 dataset; level of theory: ωB97M-V/def2-TZVPD.

Output
- E (eV) = -9350.2065
- HOMO (eV) = -10.49
- LUMO (Ha) = 0.02877
- F_max (eV Å⁻¹) = 1.7
- SMILES = CC=O.O=CO
- HOMO-LUMO gap (eV) = 11.3
- ΔE to the lowest compared entry with this formula, charge and spin (kJ/mol) = 107.1

Each line ends with the Löwdin charge.
Atoms and positions in Å:
C1 0.202743 2.142170 0.945258  -0.042
C2 -0.779197 1.016900 0.740137  -0.282
O1 -0.535781 -0.126284 1.012172  0.030
H1 0.990926 2.220790 0.207158  0.085
H2 0.536329 2.088951 1.983666  0.086
H3 -0.370461 3.069895 0.983051  0.069
H4 -1.751433 1.323941 0.314218  0.122
O2 -0.712452 -2.899777 -1.856355  0.073
C3 0.410795 -2.605722 -1.576676  -0.389
O3 0.732264 -1.681820 -0.644467  0.042
H5 1.355563 -2.987477 -1.986346  0.136
H6 -0.079294 -1.561566 -0.121817  0.069

Cartesian forces (eV/Å) of the 3 atoms listed first:
-1.1760 0.6118 1.1327
0.4556 0.4693 -0.3673
-0.2753 -0.1290 0.2336


Entry 6:
C28H36Cl2IrN2O2S as an isolated structure. Source: the OMol25 dataset; level of theory: ωB97M-V/def2-TZVPD.

Output
- spin multiplicity = 6
- total charge = +2
- E (eV) = -75397.1379
- HOMO (alpha / beta) (eV) = -13.20 / -14.32
- LUMO (alpha / beta) (Ha) = -0.22836 / -0.31208
- <S²> = 8.7978
- F_max (eV Å⁻¹) = 0.5
- HOMO-LUMO gap (alpha / beta) (eV) = 7.0 / 5.8
- ΔE to the lowest compared entry with this formula, charge and spin (kJ/mol) = 15.8

Each line ends with the Löwdin charge.
Atoms and positions in Å:
Ir1 0.002280 -0.878420 -0.476676  1.165
C1 -0.180608 -1.336309 1.595699  -0.201
C2 -1.211235 -0.309063 1.689578  -0.114
C3 -0.530474 0.957913 1.882558  -0.056
C4 0.852036 0.668394 1.902063  0.046
C5 1.097197 -0.712611 1.796774  -0.207
C6 2.407286 -1.440586 1.928341  -0.552
C7 2.331091 -2.297181 3.204194  -0.015
C8 3.567554 -0.453218 2.030722  -0.033
C9 2.621983 -2.357882 0.717749  -0.048
C10 -1.033211 2.394804 2.031286  -0.513
C11 -2.136422 2.534548 3.087141  -0.032
C12 -1.517661 2.924202 0.675928  -0.029
C13 0.116051 3.308350 2.493642  -0.050
C14 -2.673640 -0.710172 1.753554  -0.526
C15 -2.862995 -2.165058 1.299884  -0.060
C16 -3.580099 0.154534 0.875086  -0.026
C17 -3.095722 -0.638296 3.234548  -0.007
H1 -0.366805 -2.383764 1.782044  0.124
H2 1.629595 1.401493 2.017321  0.119
H3 2.097590 -1.690817 4.078791  0.100
H4 3.294371 -2.775524 3.375272  0.099
H5 1.579823 -3.081053 3.117333  0.088
H6 3.489969 0.170815 2.921047  0.098
H7 3.615335 0.192644 1.152620  0.071
H8 4.508527 -0.997595 2.094913  0.100
H9 1.777222 -3.036825 0.568158  0.078
H10 3.503301 -2.978596 0.879849  0.103
H11 2.783146 -1.779454 -0.193487  0.064
H12 -3.058473 2.023353 2.833908  0.058
H13 -2.374580 3.591736 3.198484  0.100
H14 -1.797092 2.171145 4.057286  0.104
H15 -2.335271 2.336151 0.263746  0.060
H16 -0.693978 2.926035 -0.040394  0.078
H17 -1.859922 3.951043 0.796934  0.103
H18 0.571476 2.956414 3.419068  0.100
H19 -0.281978 4.303839 2.683375  0.097
H20 0.893038 3.413814 1.736841  0.086
H21 -2.411649 -2.363245 0.323903  0.042
H22 -3.932041 -2.360246 1.214767  0.097
H23 -2.463721 -2.879014 2.019762  0.093
H24 -3.324727 0.031455 -0.179231  0.082
H25 -3.538079 1.212422 1.108512  0.056
H26 -4.611706 -0.169071 1.012005  0.101
H27 -2.429932 -1.236772 3.856578  0.102
H28 -4.100357 -1.048370 3.333106  0.103
H29 -3.105732 0.376605 3.621244  0.057
Cl1 2.235693 3.828106 -5.822687  0.844
C18 2.075961 2.829682 -4.466948  -0.618
C19 3.213212 2.354277 -3.810179  -0.081
C20 3.071047 1.553018 -2.704048  -0.543
Cl2 4.423788 0.959547 -1.876299  0.851
C21 1.755777 1.167029 -2.199956  -0.353
O1 1.687716 0.451857 -1.177297  -0.123
C22 0.600484 1.680806 -2.920498  -0.098
C23 -0.791420 1.439130 -2.508295  -0.158
O2 -1.177681 0.754798 -1.573577  -0.092
C24 0.777972 2.494773 -4.011184  -0.005
H30 4.196329 2.621595 -4.169909  0.129
H31 -1.544766 1.964170 -3.113498  0.154
H32 -0.075173 2.901896 -4.538295  0.131
S1 0.290574 -1.979129 -2.623780  0.692
C25 -1.069909 -2.992186 -2.862298  -0.735
N1 -1.071752 -3.772931 -3.977441  0.091
C26 -2.063786 -4.641208 -4.259685  -0.002
C27 -3.118965 -4.732918 -3.399410  0.011
C28 -3.075680 -3.899356 -2.274290  -0.051
N2 -2.089506 -3.062362 -2.012117  0.076
H33 -0.275798 -3.704532 -4.603844  0.160
H34 -1.956058 -5.219998 -5.166103  0.152
H35 -3.935815 -5.411557 -3.580666  0.128
H36 -3.881005 -3.917375 -1.550222  0.133

Cartesian forces (eV/Å) of the 3 atoms listed first:
-0.1174 0.1960 -0.1043
-0.0903 -0.0298 0.4167
0.0662 -0.0800 -0.0995